The following is a quantum chemistry calculation of a 5-piece molecular cluster, C29H25F6IO6S overall at a distorted geometry, from OMol25.

Calculated values
strongest force on any atom	9.79	eV/A
DFT total energy	-2866.26378	a.u.
gap between HOMO and LUMO	7.29	eV
LUMO	-1.89	eV

Positions of all 68 atoms, in Å:
O1 -3.324 0.938 -2.054
C1 -3.167 -0.210 -1.342
O2 -4.151 -1.274 -1.623
C2 -1.962 -0.283 -0.221
F1 -2.297 0.781 0.799
F2 -2.003 -1.573 0.559
C3 -0.472 0.095 -0.789
F3 -0.464 1.464 -1.357
F4 0.442 0.146 0.413
C4 0.168 -0.978 -1.847
F5 1.643 -1.053 -1.526
F6 -0.340 -2.363 -1.731
C5 0.092 -0.505 -3.431
O3 1.035 0.344 -3.917
O4 -0.922 -0.970 -4.391
S1 -1.276 0.328 -5.462
O5 -1.709 1.517 -4.566
O6 -2.582 -0.237 -6.430
I1 -4.086 -0.592 -5.121
H1 -3.761 -2.190 -1.497
C6 3.201 -3.604 -0.562
C7 4.223 -2.661 -0.656
C8 5.522 -2.998 -0.278
C9 5.801 -4.284 0.185
C10 4.780 -5.229 0.276
C11 3.479 -4.889 -0.093
H2 2.188 -3.340 -0.853
H3 4.007 -1.661 -1.024
H4 6.317 -2.260 -0.345
H5 6.815 -4.549 0.475
H6 4.998 -6.232 0.636
H7 2.682 -5.624 -0.017
C12 4.121 -4.479 -4.998
C13 3.901 -3.570 -3.964
C14 2.799 -2.715 -4.009
C15 1.913 -2.777 -5.084
C16 2.131 -3.689 -6.116
C17 3.238 -4.537 -6.076
H8 4.981 -5.143 -4.964
H9 4.588 -3.527 -3.123
H10 2.632 -2.003 -3.206
H11 1.052 -2.114 -5.117
H12 1.439 -3.738 -6.953
H13 3.411 -5.243 -6.883
C18 -2.470 4.094 1.937
C19 -2.690 5.003 2.972
C20 -3.791 5.858 2.927
C21 -4.678 5.796 1.851
C22 -4.459 4.885 0.819
C23 -3.353 4.036 0.859
H14 -1.610 3.430 1.971
H15 -2.003 5.046 3.813
H16 -3.959 6.571 3.729
H17 -5.539 6.459 1.819
H18 -5.152 4.836 -0.018
H19 -3.180 3.330 0.052
C24 -0.412 2.326 7.172
C25 -0.633 3.236 8.206
C26 -1.734 4.090 8.162
C27 -2.621 4.029 7.086
C28 -2.402 3.117 6.054
C29 -1.296 2.269 6.094
H20 0.448 1.663 7.206
H21 0.054 3.279 9.048
H22 -1.902 4.803 8.964
H23 -3.482 4.691 7.054
H24 -3.094 3.068 5.217
H25 -1.123 1.562 5.287

How is the electron density shared among the atoms? According to Löwdin, the charges in e are: atom 1 (O): -0.003, atom 2 (C): -0.167, atom 3 (O): 0.009, atom 4 (C): -0.082, atom 5 (F): 0.019, atom 6 (F): 0.016, atom 7 (C): -0.095, atom 8 (F): 0.064, atom 9 (F): 0.031, atom 10 (C): -0.069, atom 11 (F): 0.002, atom 12 (F): 0.036, atom 13 (C): -0.199, atom 14 (O): 0.031, atom 15 (O): -0.333, atom 16 (S): 0.931, atom 17 (O): -0.447, atom 18 (O): -0.922, atom 19 (I): 1.018, atom 20 (H): 0.136, atom 21 (C): -0.103, atom 22 (C): -0.116, atom 23 (C): -0.093, atom 24 (C): -0.095, atom 25 (C): -0.095, atom 26 (C): -0.086, atom 27 (H): 0.084, atom 28 (H): 0.097, atom 29 (H): 0.102, atom 30 (H): 0.100, atom 31 (H): 0.100, atom 32 (H): 0.101, atom 33 (C): -0.086, atom 34 (C): -0.077, atom 35 (C): -0.079, atom 36 (C): -0.082, atom 37 (C): -0.089, atom 38 (C): -0.095, atom 39 (H): 0.102, atom 40 (H): 0.090, atom 41 (H): 0.072, atom 42 (H): 0.070, atom 43 (H): 0.101, atom 44 (H): 0.100, atom 45 (C): -0.093, atom 46 (C): -0.107, atom 47 (C): -0.096, atom 48 (C): -0.098, atom 49 (C): -0.094, atom 50 (C): -0.092, atom 51 (H): 0.098, atom 52 (H): 0.095, atom 53 (H): 0.099, atom 54 (H): 0.099, atom 55 (H): 0.101, atom 56 (H): 0.089, atom 57 (C): -0.098, atom 58 (C): -0.100, atom 59 (C): -0.098, atom 60 (C): -0.096, atom 61 (C): -0.108, atom 62 (C): -0.094, atom 63 (H): 0.099, atom 64 (H): 0.099, atom 65 (H): 0.099, atom 66 (H): 0.100, atom 67 (H): 0.095, atom 68 (H): 0.099